Entry 1:
The following is a quantum chemistry calculation of C20H18CdN8O8P2 as an isolated structure, from the Open Molecules 2025 dataset.

Structure (XYZ):
```
57
Properties=species:S:1:pos:R:3
Cd -2.088 1.574 2.121
O -4.356 1.947 5.846
P -4.258 1.582 4.334
O -5.615 1.433 3.712
O -3.151 2.510 3.817
O -3.482 0.074 4.432
P -3.338 -1.098 3.296
O -4.718 -1.799 3.285
O -2.205 -2.043 3.633
O -3.059 -0.346 1.924
H -5.214 1.708 6.136
H -5.485 -1.191 3.111
C -2.020 1.964 -3.771
N -2.124 1.555 -2.398
C -2.020 2.290 -1.264
N -2.073 1.495 -0.196
C -2.270 0.261 -0.769
N -2.290 0.272 -2.090
C -0.777 1.397 -4.344
C -0.695 0.978 -5.674
C 0.450 0.376 -6.161
C 1.580 0.224 -5.382
C 1.549 0.685 -4.039
C 0.335 1.235 -3.551
C 2.724 0.364 -3.174
N 3.986 0.581 -3.180
N 4.521 -0.095 -2.087
C 3.600 -0.723 -1.500
O 2.415 -0.473 -2.124
C 3.544 -1.618 -0.366
C 3.581 -3.012 -0.607
C 3.441 -3.884 0.529
C 3.180 -3.361 1.756
C 2.997 -1.980 1.900
C 2.514 -1.458 3.235
N 1.640 -0.267 3.023
C 0.300 -0.136 2.807
N 0.069 1.178 2.564
C 1.290 1.780 2.664
N 2.290 0.913 2.926
C 3.259 -1.080 0.884
H -1.982 3.011 -3.667
H -2.897 1.812 -4.441
H -2.040 3.355 -1.309
H -2.567 -0.458 -0.090
H -1.582 1.012 -6.333
H 0.415 0.036 -7.162
H 2.493 -0.301 -5.665
H 0.323 1.441 -2.503
H 3.593 -3.335 -1.650
H 3.585 -5.013 0.447
H 3.003 -4.005 2.685
H 3.307 -1.138 3.921
H 1.935 -2.165 3.843
H -0.394 -0.955 3.083
H 1.536 2.860 2.530
H 3.246 0.033 1.053
```

- Lowest unoccupied orbital energy: -0.0058 Eh
- Energy above the lowest of the compared OMol25 structures with the same formula, charge and spin: 0.694 eV
- 2S+1: 1
- Energy: -2663.6393 hartree
- Total charge: 0
- E_HOMO: -9.485 eV

---

Entry 2:
The following is a quantum chemistry calculation of C8H20ClN2O3S as an isolated structure, from the Open Molecules 2025 dataset.

Structure (XYZ):
```
35
Properties=species:S:1:pos:R:3
Cl -4.255 12.746 18.782
C -6.269 15.616 18.160
C -4.829 16.074 17.766
O -4.639 17.088 17.018
N -3.771 15.404 18.182
C -2.359 15.772 17.873
H -7.012 15.791 17.382
H -6.457 15.849 19.208
H -6.292 14.526 18.165
H -3.874 14.417 18.371
H -2.090 16.692 18.392
H -2.255 15.951 16.803
H -1.826 14.900 18.251
C -2.456 11.885 16.165
C -1.287 12.234 16.953
O -0.173 12.015 16.485
N -1.596 12.830 18.136
C -0.685 13.153 19.257
H -3.413 11.838 16.685
H -2.234 10.846 15.921
H -2.673 12.424 15.243
H -2.569 13.034 18.318
H -1.186 12.671 20.097
H -0.622 14.208 19.523
H 0.268 12.630 19.176
C -6.692 11.852 21.245
S -7.575 13.472 21.095
O -8.719 13.209 20.115
C -6.370 14.307 19.932
H -5.690 12.154 21.548
H -6.409 11.386 20.301
H -7.136 11.226 22.019
H -6.857 15.212 19.569
H -6.131 13.635 19.108
H -5.458 14.543 20.480
```

- Lowest unoccupied orbital energy: 0.1045 Eh
- Energy above the lowest of the compared OMol25 structures with the same formula, charge and spin: 7.365 eV
- 2S+1: 1
- Energy: -1510.2871 hartree
- Total charge: -1
- E_HOMO: -5.644 eV

---

Entry 3:
The following is a quantum chemistry calculation of C35H40BrN8O4PSTl as an isolated structure, from the Open Molecules 2025 dataset.

Structure (XYZ):
```
91
Properties=species:S:1:pos:R:3
Tl 11.103 13.105 11.449
Br 14.901 19.950 11.804
C 15.819 18.294 11.277
C 16.101 17.382 12.279
C 16.737 16.185 11.913
C 17.167 16.074 10.595
C 17.012 17.063 9.658
C 16.257 18.186 9.992
N 18.081 15.041 10.197
N 17.749 13.873 10.278
C 16.454 13.474 10.807
C 16.349 12.682 11.962
C 15.132 12.141 12.358
C 13.953 12.420 11.706
O 12.824 12.032 12.217
C 14.065 13.209 10.524
N 12.897 13.377 9.906
C 12.952 13.751 8.691
C 14.158 14.027 7.958
C 15.351 14.149 8.632
C 15.282 13.642 10.011
H 15.978 17.610 13.331
H 16.949 15.360 12.607
H 17.332 16.946 8.624
H 16.025 18.943 9.236
H 17.213 12.498 12.612
H 15.130 11.572 13.280
H 11.998 13.890 8.205
H 14.020 14.118 6.893
H 16.302 14.400 8.206
C 13.786 7.450 11.950
C 12.511 8.154 11.961
N 11.656 8.162 12.976
N 10.631 9.012 12.588
C 10.931 9.661 11.506
S 10.029 10.775 10.599
N 12.063 9.119 11.049
N 12.701 9.455 9.855
H 13.727 6.500 12.445
H 14.636 8.071 12.356
H 14.129 7.112 10.952
H 9.783 9.036 13.166
H 12.351 9.033 9.045
H 12.865 10.429 9.671
C 9.637 18.196 11.311
C 11.194 18.229 11.363
C 11.725 16.910 11.737
N 12.169 15.840 11.808
H 9.278 19.035 10.670
H 9.117 18.419 12.293
H 9.287 17.286 10.879
H 11.674 18.984 12.155
H 11.636 18.425 10.410
C 12.161 10.654 16.037
C 11.164 11.359 15.057
O 11.110 12.773 15.411
P 10.584 13.788 14.243
O 8.995 13.820 14.388
C 8.408 14.203 15.670
C 7.547 15.449 15.444
O 11.188 15.129 14.767
C 12.476 15.265 15.397
C 13.570 15.341 14.392
H 12.215 9.617 15.815
H 11.869 10.855 17.055
H 13.152 11.072 15.911
H 10.136 11.004 15.047
H 11.673 11.318 14.126
H 9.227 14.491 16.341
H 7.869 13.333 16.099
H 8.160 16.288 15.142
H 7.078 15.656 16.395
H 6.780 15.306 14.696
H 12.692 14.399 16.088
H 12.418 16.144 16.043
H 13.591 14.617 13.674
H 14.544 15.163 14.939
H 13.600 16.364 14.073
C 9.768 14.235 10.263
C 9.021 14.600 9.377
C 8.061 14.914 8.349
C 8.152 14.525 7.005
C 7.174 14.888 6.096
C 6.049 15.573 6.462
C 5.893 15.932 7.815
C 6.891 15.630 8.696
H 8.976 13.989 6.679
H 7.338 14.620 4.998
H 5.190 15.751 5.839
H 4.997 16.429 8.192
H 6.927 16.134 9.678
```

- Lowest unoccupied orbital energy: -0.0924 Eh
- Energy above the lowest of the compared OMol25 structures with the same formula, charge and spin: 1.259 eV
- 2S+1: 1
- Energy: -5582.4011 hartree
- Total charge: +1
- E_HOMO: -9.960 eV

---

Entry 4:
The following is a quantum chemistry calculation of a 2-piece molecular cluster, C2H2BrF3 overall, from the Open Molecules 2025 dataset.

Structure (XYZ):
```
8
Properties=species:S:1:pos:R:3
C 1.961 0.633 0.178
C -1.571 -0.480 -0.084
F 1.542 -0.286 -0.694
F 3.141 0.252 0.739
F -1.315 0.339 -1.124
Br -3.242 -0.096 0.758
H 1.135 1.160 0.666
H -1.651 -1.523 -0.440
```

- Lowest unoccupied orbital energy (spin up / spin down): 0.0154 / -0.0411 Eh
- Energy above the lowest of the compared OMol25 structures with the same formula, charge and spin: 4.631 eV
- 2S+1: 1
- Energy: -2950.8537 hartree
- Total charge: 0
- E_HOMO (spin up / spin down): -9.582 / -8.809 eV

---

Entry 5:
The following is a quantum chemistry calculation of a 2-piece molecular cluster, CH2ClO2S overall, from the Open Molecules 2025 dataset.

Structure (XYZ):
```
7
Properties=species:S:1:pos:R:3
C -0.014 -0.298 0.027
O 1.346 -2.561 0.088
O 0.345 -1.886 2.208
S 0.785 -1.494 0.918
Cl 2.884 1.608 0.610
H -0.117 0.706 0.565
H 0.373 -0.147 -0.923
```

- Lowest unoccupied orbital energy: 0.0810 Eh
- Energy above the lowest of the compared OMol25 structures with the same formula, charge and spin: 1.020 eV
- 2S+1: 1
- Energy: -1048.1483 hartree
- Total charge: -1
- E_HOMO: -4.027 eV

---

Entry 6:
The following is a quantum chemistry calculation of C32H34CeClSb as an isolated structure, from the Open Molecules 2025 dataset.

Structure (XYZ):
```
69
Properties=species:S:1:pos:R:3
C 0.224 0.435 -8.323
C 1.593 0.920 -8.035
C -0.027 -1.016 -8.348
C -0.902 1.358 -8.064
Cl 0.506 1.082 -3.374
H -0.093 -1.500 -9.334
H -0.963 -1.238 -7.821
H 0.764 -1.536 -7.793
H 2.198 1.259 -8.894
H 2.168 0.134 -7.524
H 1.550 1.762 -7.326
H -1.332 1.885 -8.934
H -0.591 2.135 -7.349
H -1.725 0.816 -7.574
C 1.765 -1.894 -0.048
C 0.901 -2.625 -0.952
C 1.284 -2.300 -2.292
H 0.072 -3.283 -0.690
C 2.306 -1.302 -2.225
C 2.585 -1.036 -0.854
H 3.306 -0.294 -0.513
H 1.874 -2.069 1.024
H 0.948 -2.795 -3.198
H 2.816 -0.850 -3.070
C -2.392 0.574 -0.715
C -2.266 -0.712 -0.084
C -2.099 -1.689 -1.140
H -2.442 -0.926 0.982
C -2.228 -1.018 -2.394
C -2.378 0.381 -2.128
H -2.480 1.158 -2.887
H -2.486 1.544 -0.226
H -1.901 -2.756 -1.039
H -2.314 -1.501 -3.367
Ce 0.091 -0.169 -1.275
C -1.902 4.236 4.646
C -1.712 4.334 3.265
C -0.965 3.348 2.603
C -0.382 2.294 3.340
C -0.439 2.306 4.742
C -1.226 3.267 5.390
Sb 0.303 0.523 2.293
C 2.155 0.002 3.281
C 3.311 0.427 2.614
C 4.568 0.093 3.131
C 4.664 -0.641 4.323
C 3.504 -1.015 5.016
C 2.240 -0.680 4.499
C -1.119 -0.748 3.340
C -0.849 -2.070 3.733
C -1.810 -2.807 4.450
C -3.056 -2.227 4.727
C -3.350 -0.933 4.276
C -2.383 -0.200 3.582
H -2.576 4.937 5.129
H -2.189 5.178 2.749
H -0.880 3.407 1.514
H 0.080 1.566 5.357
H -1.324 3.263 6.478
H 3.222 1.032 1.707
H 5.456 0.416 2.586
H 5.654 -0.891 4.707
H 3.588 -1.567 5.955
H 1.358 -0.957 5.079
H 0.096 -2.563 3.506
H -1.598 -3.826 4.804
H -3.816 -2.773 5.290
H -4.329 -0.469 4.440
H -2.631 0.806 3.234
```

- Lowest unoccupied orbital energy: -0.3027 Eh
- Energy above the lowest of the compared OMol25 structures with the same formula, charge and spin: 0.000 eV
- 2S+1: 1
- Energy: -2414.7227 hartree
- Total charge: +2
- E_HOMO: -13.023 eV

---

Entry 7:
The following is a quantum chemistry calculation of a 12-piece molecular cluster, CH22F3O14S overall, from the Open Molecules 2025 dataset.

Structure (XYZ):
```
41
Properties=species:S:1:pos:R:3
C 15.916 19.505 -13.267
F 14.696 19.854 -13.701
F 16.350 20.606 -12.629
F 15.967 18.409 -12.516
S 17.008 19.070 -14.780
O 16.322 18.008 -15.544
O 17.138 20.291 -15.559
O 18.339 18.561 -14.305
O 12.444 15.864 -16.605
H 13.359 16.099 -16.757
H 12.022 16.686 -16.357
O 15.354 24.256 -16.452
H 14.857 23.923 -17.199
H 16.018 23.587 -16.287
O 9.792 18.266 -12.776
H 10.060 17.461 -13.220
H 10.518 18.468 -12.185
O 16.468 12.948 -10.472
H 16.596 13.328 -11.341
H 16.184 12.050 -10.641
O 19.012 21.528 -19.809
H 18.738 21.468 -18.894
H 19.054 22.468 -19.985
O 17.103 13.951 -14.531
H 17.888 13.749 -15.040
H 16.877 14.846 -14.783
O 16.155 25.304 -9.167
H 15.206 25.289 -9.289
H 16.509 25.418 -10.049
O 14.449 19.884 -19.615
H 15.188 20.105 -19.049
H 13.689 19.890 -19.032
O 11.693 20.228 -9.166
H 10.924 20.677 -8.813
H 12.352 20.916 -9.254
O 21.114 18.149 -11.165
H 21.230 17.228 -11.400
H 20.522 18.494 -11.833
O 22.943 18.068 -15.688
H 22.033 18.154 -15.405
H 23.233 17.235 -15.316
```

- Lowest unoccupied orbital energy: 0.0751 Eh
- Energy above the lowest of the compared OMol25 structures with the same formula, charge and spin: 2.215 eV
- 2S+1: 1
- Energy: -1802.5101 hartree
- Total charge: -1
- E_HOMO: -6.305 eV

---

Entry 8:
The following is a quantum chemistry calculation of one molecule with the formula C2H2Cl2S, from the Open Molecules 2025 dataset.

Structure (XYZ):
```
7
Properties=species:S:1:pos:R:3
C 0.868 0.022 0.488
C -0.538 -0.066 -0.340
S 2.256 0.448 -0.176
Cl -1.462 -1.412 0.199
Cl -1.311 1.572 -0.086
H 0.576 -0.577 1.364
H -0.389 0.012 -1.448
```

- Lowest unoccupied orbital energy: -0.0351 Eh
- Energy above the lowest of the compared OMol25 structures with the same formula, charge and spin: 0.777 eV
- 2S+1: 1
- Energy: -1395.9273 hartree
- Total charge: 0
- Structure (SMILES): S=CC(Cl)Cl
- E_HOMO: -9.404 eV

---

Entry 9:
The following is a quantum chemistry calculation of C45H55Br2ClInN6O3SeSi3 as an isolated structure, from the Open Molecules 2025 dataset.

Structure (XYZ):
```
117
Properties=species:S:1:pos:R:3
In -0.147 2.879 1.359
C 3.967 -4.117 -1.451
Si 2.397 -3.072 -1.860
C 1.465 -3.823 -3.361
C 1.330 -3.637 -0.414
C 2.823 -1.304 -2.129
Si 4.423 -0.421 -1.514
C 5.509 -1.494 -0.329
C 4.103 1.233 -0.600
C 5.578 0.028 -2.904
Si 2.156 -0.508 -3.609
C 2.369 1.352 -3.827
C 2.579 -1.259 -5.282
C 0.274 -0.681 -3.649
C -0.374 -0.185 -4.806
C -1.781 0.039 -4.700
C -2.495 -0.370 -3.548
C -1.715 -0.809 -2.508
N -0.414 -1.062 -2.572
H 4.145 -3.992 -0.407
H 4.852 -3.719 -1.983
H 3.834 -5.165 -1.678
H 1.407 -4.896 -3.107
H 1.840 -3.630 -4.389
H 0.415 -3.449 -3.290
H 1.069 -4.672 -0.601
H 0.432 -3.054 -0.398
H 1.777 -3.546 0.560
H 5.001 -1.586 0.624
H 6.483 -0.888 -0.175
H 5.782 -2.508 -0.632
H 3.570 1.062 0.381
H 3.425 1.852 -1.212
H 5.055 1.666 -0.382
H 6.611 -0.365 -2.644
H 5.703 1.132 -2.928
H 5.327 -0.241 -3.887
H 3.460 1.592 -3.644
H 1.728 1.968 -3.190
H 2.185 1.553 -4.903
H 3.405 -1.981 -5.351
H 2.743 -0.505 -6.123
H 1.688 -1.805 -5.678
H 0.138 0.073 -5.742
H -2.281 0.589 -5.449
H -3.571 -0.270 -3.526
H -2.117 -1.120 -1.542
C -3.702 2.642 0.472
C -2.889 3.563 -0.382
C -3.594 4.078 -1.468
C -2.996 4.977 -2.316
C -1.603 5.201 -2.139
C -0.917 6.109 -2.953
Br -1.889 7.235 -4.138
C 0.459 6.301 -2.830
C 1.163 5.523 -1.968
Br 3.011 5.651 -1.922
C 0.521 4.644 -0.985
O 1.149 3.957 -0.083
C -0.919 4.547 -1.078
N -1.541 3.775 -0.185
H -3.434 1.560 0.531
H -4.724 2.643 0.064
H -3.758 2.966 1.542
H -4.603 3.718 -1.681
H -3.518 5.576 -3.064
H 1.008 6.981 -3.454
O -4.731 -0.297 -0.571
N -5.699 -1.002 -0.081
C -5.999 -2.193 -0.692
C -6.958 -2.997 -0.125
C -7.598 -2.633 1.075
C -7.242 -1.449 1.671
C -6.317 -0.602 1.080
H -5.557 -2.442 -1.639
H -7.207 -3.908 -0.648
H -8.308 -3.323 1.477
H -7.534 -1.199 2.675
H -5.969 0.257 1.609
Cl -0.812 3.974 3.413
Se 5.907 1.181 3.115
C 6.378 2.915 3.536
C 5.491 3.880 4.015
C 6.023 5.050 4.462
N 7.309 5.481 4.314
C 8.131 4.542 3.843
C 7.718 3.259 3.557
H 4.422 3.767 4.023
H 5.339 5.747 4.884
H 9.216 4.697 3.664
H 8.479 2.491 3.412
C -1.729 -4.120 4.560
N -2.362 -3.678 3.303
N -2.450 -2.315 3.031
C -2.433 -2.081 1.672
O -2.432 -0.971 1.109
C -2.502 -3.348 1.101
C -2.399 -4.279 2.094
C -2.222 -5.763 1.829
C -2.819 -1.336 4.001
C -2.384 0.005 3.852
C -2.748 0.923 4.805
C -3.421 0.572 5.935
C -3.848 -0.746 6.092
C -3.554 -1.703 5.114
H -0.642 -4.006 4.533
H -1.919 -5.188 4.589
H -2.137 -3.627 5.439
H -2.597 -3.492 -0.013
H -2.844 -6.205 1.026
H -2.649 -6.213 2.733
H -1.167 -6.021 1.780
H -1.876 0.310 2.952
H -2.412 1.960 4.666
H -3.914 1.329 6.554
H -4.465 -1.020 6.965
H -3.936 -2.717 5.246
```

- Expectation value of S²: 0.754
- Lowest unoccupied orbital energy (spin up / spin down): 0.1102 / 0.0997 Eh
- 2S+1: 2
- Energy: -11370.2572 hartree
- Total charge: -2
- E_HOMO (spin up / spin down): -1.014 / -1.007 eV